Entry 1:
24
Properties=species:S:1:pos:R:3:lowdin_charge:R:1 method="wB97M-V/def2-TZVPD" largest_force_ev_per_a=4.55 smiles=C[N@H+]1C[C@](C)(F)[C@](C)(I)C1 homo_lumo_gap_ha=0.3451 energy_ev=-19786.073 charge=+1 e_homo_ev=-13.0 e_lumo_ev=-3.6 relative_energy_ev=0.000
I -2.9931 -0.3108 -0.6131 0.939
F -0.7083 1.0562 -1.8439 -0.067
N -0.1304 1.1406 0.9724 -0.153
C -0.6236 -2.2456 -0.4099 -0.131
C 0.0452 0.0539 -1.2249 -0.411
C 0.8460 -0.6477 -2.2232 0.000
C 0.2972 1.8789 2.2117 0.032
C -0.7999 -0.8290 -0.2052 -0.703
C -0.6019 -0.2771 1.1834 -0.177
C 0.9854 0.9485 0.0043 0.013
H 0.3118 -1.3945 -2.6598 0.057
H 1.8356 0.4121 0.3569 0.122
H 0.1554 -0.7825 1.7666 0.147
H 1.3878 1.9034 -0.3656 0.143
H -1.5814 -0.2958 1.7265 0.103
H 0.4026 -2.5589 -0.2887 0.102
H -1.3033 -2.8633 0.1418 0.083
H -0.7222 1.7832 0.3616 0.198
H 1.0795 0.1040 -2.9184 0.097
H -0.5986 1.7696 2.8542 0.123
H 0.5589 2.8609 1.9116 0.091
H 1.8339 -0.9262 -1.8441 0.122
H 1.2450 1.5677 2.6982 0.125
H -0.9216 -2.3477 -1.5924 0.143



Entry 2:
24
Properties=species:S:1:pos:R:3:lowdin_charge:R:1 method="wB97M-V/def2-TZVPD" largest_force_ev_per_a=4.74 homo_lumo_gap_ha=0.2982 energy_ev=-18557.365 charge=+1 e_homo_ev=-11.6 e_lumo_ev=-3.4 relative_energy_ev=3.326
I 0.5438 -3.3346 1.3346 0.934
N -1.4554 -1.2625 2.2440 0.139
N -0.2478 1.6386 -1.0556 0.104
C -1.7980 -0.1569 -1.3903 -0.027
C -0.0200 -0.2367 0.3126 -0.204
C 0.5784 2.1066 -1.8675 -0.190
C -0.8047 -1.7308 0.9983 -0.688
C 1.4796 1.4723 -2.7773 -0.050
C 1.2937 0.2055 0.8447 -0.067
C -0.6777 0.4217 -0.6762 -0.384
H 1.5589 1.0344 0.1642 0.084
H -1.4792 -1.1074 -1.6373 0.060
H 1.8876 -0.6074 0.6034 0.028
H 2.4577 1.7561 -2.4857 0.084
H -1.8695 -2.0642 2.6508 0.126
H 1.3172 1.9060 -3.7705 0.103
H -1.5713 -2.1583 0.2723 0.083
H -2.0129 0.5561 -2.2103 0.109
H -0.8456 -0.9331 2.9866 0.163
H -2.0635 -0.5438 1.8733 0.166
H 1.5052 0.4272 -2.9923 0.083
H 0.6356 3.1892 -1.9507 0.132
H 1.2404 0.4939 1.9109 0.096
H -2.8066 -0.1862 -0.8609 0.117



Entry 3:
27
Properties=species:S:1:pos:R:3:lowdin_charge:R:1 method="wB97M-V/def2-TZVPD" largest_force_ev_per_a=4.90 homo_lumo_gap_ha=0.2720 energy_ev=-32498.998 charge=+1 e_homo_ev=-11.3 e_lumo_ev=-3.9
I -1.8231 2.7442 1.7710 0.923
P -0.3091 2.1205 -1.0725 0.847
O 0.2078 1.0700 -2.3319 -0.332
O 0.8798 3.2572 -0.6289 -0.289
O 3.3604 0.7468 0.3314 0.006
N -1.9273 -1.2436 0.1361 0.029
C 0.4878 -1.0546 0.8250 -0.259
C -2.2349 0.2295 0.0407 -0.208
C -1.0045 1.1853 0.4307 -0.910
C 1.9929 -1.2606 0.3099 -0.102
C 0.1345 0.4303 1.3319 -0.221
C 2.6392 0.0095 -0.3970 -0.193
C -0.5423 -1.6184 -0.2891 -0.104
H 1.0481 1.0932 1.5184 0.122
H -0.2541 -1.2649 -1.3307 0.134
H -0.3602 0.3057 2.3673 0.090
H -2.1525 -1.5698 1.0982 0.198
H -2.5257 0.4349 -1.0496 0.134
H 1.6620 3.2002 -1.2330 0.083
H -2.5824 -1.7574 -0.4876 0.192
H 1.9554 -2.0972 -0.4866 0.124
H -0.5714 0.5527 -2.6488 0.051
H 0.3581 -1.7620 1.7268 0.150
H 2.5242 0.2790 -1.4965 0.125
H -3.1551 0.4181 0.6926 0.112
H -0.4216 -2.7607 -0.2957 0.157
H 2.6140 -1.6879 1.1678 0.141



Entry 4:
25
Properties=species:S:1:pos:R:3:lowdin_charge:R:1 method="wB97M-V/def2-TZVPD" largest_force_ev_per_a=3.94 homo_lumo_gap_ha="0.1378 / 0.1345" energy_ev=-63273.164 e_homo_ev="-3.8 / -3.6" e_lumo_ev="0.0 / 0.0"
Lu 0.7103 -0.4219 -0.3298 0.863
S -2.2951 0.5375 1.1852 0.951
P 2.1102 1.2987 1.2752 0.494
O -1.2153 0.0028 0.1508 -0.788
C 2.3909 -0.1899 -2.0860 -0.280
C 1.3706 0.8404 -2.2504 -0.296
C -3.3786 -0.8975 1.3556 -0.261
C 0.1715 0.1837 -2.6796 -0.252
C -1.4089 0.4082 2.7567 -0.286
C 1.7908 -1.4475 -2.3967 -0.245
C 0.4275 -1.2208 -2.7531 -0.228
H 1.5405 1.9161 -2.2256 0.089
H 2.4238 2.6352 0.8566 -0.143
H -1.2293 1.4300 3.1164 0.049
H -3.6244 -1.2688 0.3538 0.064
H 3.4441 -0.0057 -1.8787 0.092
H -0.7362 0.6856 -3.0124 0.101
H 2.2998 -2.4100 -2.4158 0.093
H -4.2963 -0.5753 1.8632 0.059
H 1.7257 1.5580 2.6321 -0.142
H -0.2734 -1.9739 -3.0929 0.095
H 3.4497 0.8338 1.5209 -0.151
H -0.4524 -0.1273 2.6560 0.007
H -2.0685 -0.1137 3.4590 0.053
H -2.8771 -1.6778 1.9397 0.061



Entry 5:
24
Properties=species:S:1:pos:R:3:lowdin_spin:R:1 method="wB97M-V/def2-TZVPD" spin_multiplicity=5 largest_force_ev_per_a=1.53 homo_lumo_gap_ha="0.2335 / 0.1880" energy_ev=-50139.131 e_homo_ev="-6.0 / -4.8" e_lumo_ev="0.4 / 0.3" relative_energy_ev=0.000
Mn -0.7585 0.0408 -0.3827 3.791
P 0.2360 -2.2095 0.6349 -0.007
O -0.9454 0.5344 1.6897 0.071
C -0.6805 1.5386 -1.9185 -0.001
C -0.6244 0.2393 -2.5546 0.016
C 0.6172 -0.3966 -2.1397 0.049
C -0.2702 0.6637 4.0502 0.002
C 1.2869 0.4696 -1.2402 0.013
C 0.0589 1.0438 2.6159 0.007
C 0.4817 1.6549 -1.0602 0.023
H -1.3387 -0.1503 -3.2847 0.007
H -1.2401 1.0661 4.3720 0.000
H 0.7504 2.5359 -0.4783 0.006
H -0.4121 -2.9976 1.6312 0.004
H -1.7558 0.3670 2.2042 0.008
H 0.9831 -1.3598 -2.4866 0.006
H -1.4377 2.3182 -2.0630 0.005
H 0.4909 1.0685 4.7122 0.001
H 0.0874 2.1314 2.4741 0.000
H 1.5204 -2.0176 1.2412 -0.001
H 2.2667 0.3149 -0.7786 0.001
H 1.0038 0.6337 2.2630 0.001
H 0.5621 -3.2489 -0.2772 -0.002
H -0.2726 -0.4266 4.1868 0.000



Entry 6:
22
Properties=species:S:1:pos:R:3:lowdin_charge:R:1 method="wB97M-V/def2-TZVPD" largest_force_ev_per_a=4.43 smiles="C/C=C/C=C/CC[NH3+]" homo_lumo_gap_ha=0.2906 energy_ev=-8967.183 charge=+1 e_homo_ev=-11.5 e_lumo_ev=-3.6 relative_energy_ev=1.895
N 2.6839 1.9468 -0.2406 0.175
C -0.7818 -0.2902 0.2434 -0.140
C 1.5816 2.5248 0.7528 -0.066
C 0.1726 2.0847 0.0960 -0.185
C -0.0508 0.6782 -0.3620 -0.159
C -1.0573 -1.4526 -0.4786 -0.132
C -2.0638 -3.6799 -0.2292 -0.088
C -1.6356 -2.3651 0.3222 -0.124
H 2.3122 1.1295 -0.7372 0.138
H -0.6727 2.3111 0.7813 0.122
H 0.1936 0.2831 -1.3148 0.079
H -0.9944 -0.3054 1.3336 0.132
H 1.8509 1.9992 1.7261 0.145
H -1.8916 -4.4871 0.3959 0.047
H 3.5743 1.6597 0.1904 0.164
H -3.1982 -3.6607 -0.3801 0.120
H 3.0109 2.7129 -0.8867 0.186
H 1.4946 3.5675 0.8056 0.092
H -0.9712 -1.5139 -1.5757 0.140
H -1.9229 -2.1517 1.4126 0.142
H -1.5808 -3.8993 -1.1474 0.064
H -0.0537 2.9088 -0.7077 0.146



Entry 7:
22
Properties=species:S:1:pos:R:3:lowdin_charge:R:1 method="wB97M-V/def2-TZVPD" largest_force_ev_per_a=3.67 smiles="C=CC(=C)CCC[NH3+]" homo_lumo_gap_ha=0.3272 energy_ev=-8966.823 charge=+1 e_homo_ev=-12.7 e_lumo_ev=-3.8 relative_energy_ev=2.255
N 1.0616 -2.7355 -0.9292 0.167
C -0.8735 2.9531 1.7979 0.031
C -0.3095 -2.3770 -0.1967 -0.117
C -0.4366 -0.8776 -0.3230 -0.223
C 0.7041 1.8713 -1.0328 0.080
C 0.3316 0.0381 0.7091 -0.120
C -0.8973 2.1653 0.7563 -0.194
C 0.1723 1.4100 0.0871 -0.356
H 1.4490 -0.1251 0.7547 0.131
H 1.1820 -2.0890 -1.7498 0.171
H 1.3698 1.3218 -1.6444 0.061
H -0.3334 0.0590 1.6611 0.152
H -1.7784 3.4386 2.2742 0.096
H -0.3779 -2.7698 0.8718 0.154
H -1.0823 -2.9670 -0.8152 0.150
H -1.4967 -0.6257 -0.1429 0.132
H 1.8325 -2.4122 -0.3553 0.142
H 0.4446 2.7695 -1.3870 0.039
H -0.3393 -0.5620 -1.3882 0.123
H 0.0901 3.3922 1.9696 0.066
H 1.1271 -3.7655 -1.2414 0.205
H -1.8397 1.8876 0.3241 0.109



Entry 8:
23
Properties=species:S:1:pos:R:3:lowdin_charge:R:1 method="wB97M-V/def2-TZVPD" largest_force_ev_per_a=2.99 smiles=CCc1c[nH]cn1.CC homo_lumo_gap_ha=0.3428 energy_ev=-10465.656 e_homo_ev=-8.5 e_lumo_ev=0.8 relative_energy_ev=0.711
N 1.0171 2.3957 0.3402 0.033
N 2.0526 0.6734 1.1263 0.093
C 0.4670 1.3262 -0.2910 -0.068
C 1.5965 -2.0010 -1.0118 -0.086
C 1.9929 1.9636 1.1714 -0.204
C -4.5234 -1.2035 -0.3898 -0.173
C -2.9998 -1.1541 -0.5183 -0.185
C 1.2176 0.2508 0.1389 -0.319
C 0.7449 -1.1693 0.0119 -0.183
H 2.6685 2.6141 1.6960 0.115
H -2.6511 -1.5529 -1.4749 0.063
H 2.0034 -2.8911 -0.5360 0.060
H 0.7990 -1.6378 0.9888 0.105
H -0.2651 -1.1899 -0.3906 0.066
H -5.0293 -0.7216 -1.2285 0.059
H -4.8653 -0.7331 0.5293 0.061
H -2.6596 -0.1263 -0.4185 0.056
H -2.5823 -1.8787 0.1819 0.063
H 0.9751 -2.1674 -1.8844 0.060
H 0.8921 3.3096 -0.0644 0.146
H -0.2555 1.3414 -1.0870 0.113
H 2.4895 -1.4257 -1.2604 0.064
H -4.8672 -2.2379 -0.4404 0.061